[1]
C26H29IrN2P2 as an isolated structure in a non-equilibrium geometry, computed with the ωB97M-V functional and the def2-TZVPD basis.

Summary:
HOMO-LUMO gap (alpha / beta) = 4.542 / 4.703 eV
⟨S²⟩ = 0.817
Net charge = +3
Multiplicity = 2
Highest occupied orbital energy (alpha / beta) = -16.5610 / -16.5254 eV
Lowest unoccupied orbital energy (alpha / beta) = -12.0 / -11.8 eV

```
60
C26H29IrN2P2 the ωB97M-V functional and the def2-TZVPD basis
Ir 0.76849 -0.23538 1.14872
C -4.60583 -0.39105 -4.26434
C -4.44385 -1.16890 -3.12027
C -3.36511 -0.94548 -2.28717
C -2.45059 0.07606 -2.58713
C -2.60929 0.85340 -3.74237
C -3.70534 0.62977 -4.55595
P -1.09839 0.35194 -1.44611
C 0.11090 1.46319 -2.14887
C 0.66916 1.11601 -3.38920
C 1.58264 1.96099 -3.98957
C 1.96066 3.13692 -3.34664
C 1.41577 3.47411 -2.10996
C 0.50665 2.63556 -1.49179
C -1.75360 1.00674 0.10914
C -2.94084 1.73203 0.14643
C -3.38212 2.24007 1.36223
C -2.65283 2.02006 2.52409
C -1.47334 1.28241 2.48712
C -1.02450 0.77409 1.27878
H -5.43638 -0.58330 -4.93037
H -5.14998 -1.95232 -2.88260
H -3.22511 -1.56620 -1.40972
H -1.91156 1.64318 -3.98603
H -3.85949 1.26468 -5.41791
H 0.37362 0.19526 -3.87943
H 2.00253 1.70520 -4.95275
H 2.68656 3.78973 -3.81306
H 1.69113 4.40968 -1.64111
H 0.06988 2.91323 -0.54112
H -3.49935 1.91292 -0.76232
H -4.30636 2.80154 1.40087
H -3.01031 2.40074 3.47138
H -0.92962 1.10701 3.41069
C 0.39098 -3.91211 0.44525
P 1.46368 -2.45493 0.55141
C 2.97520 -2.92633 -0.32669
C 1.84609 -2.21614 2.31756
C 0.73712 -2.13064 3.19353
C 0.94763 -1.95893 4.55243
C 2.24423 -1.83588 5.04537
C 3.34014 -1.91247 4.18673
C 3.14733 -2.08232 2.82670
H -0.49590 -3.81178 1.06726
H 0.97702 -4.76735 0.78766
H 0.08351 -4.08548 -0.58665
H 3.42778 -3.77093 0.19593
H 3.69152 -2.10903 -0.39988
H 2.71010 -3.24550 -1.33568
H -0.26930 -2.30451 2.82704
H 0.10518 -1.95108 5.23140
H 2.40448 -1.69588 6.10672
H 4.34450 -1.84644 4.58453
H 4.00569 -2.16448 2.17021
N 2.06082 2.43166 1.70019
N 2.45930 1.07997 1.94055
H 2.84564 3.03103 1.47316
H 1.56877 2.80044 2.50232
H 2.69995 0.90628 2.91664
H 3.28435 0.87894 1.38262
```

[2]
A 5-piece molecular cluster, C11H15BCl12IN3O overall in a non-equilibrium geometry, computed with the ωB97M-V functional and the def2-TZVPD basis.

Summary:
HOMO-LUMO gap = 9.338 eV
Net charge = 0
Multiplicity = 1
Highest occupied orbital energy = -9.6842 eV
Lowest unoccupied orbital energy = -0.3 eV

```
44
C11H15BCl12IN3O the ωB97M-V functional and the def2-TZVPD basis
C -0.84095 2.77212 1.60969
C -0.76462 1.64279 0.40290
C -1.41959 0.18653 0.81985
I -2.31309 -0.61553 -1.05073
C -0.37425 -0.84922 1.54219
C 0.37789 -0.14451 2.85944
N 0.62225 0.58924 3.92545
C 0.83541 -1.40069 0.58240
C 2.18032 -0.40651 0.57297
N 2.89819 0.66984 0.32379
B -1.11817 -2.21419 2.17118
N -0.38798 -3.03413 3.26208
O -2.43806 -2.71771 1.74387
H -1.18083 3.83367 1.25361
H -1.48092 2.31893 2.48413
H 0.26883 2.87338 2.02762
H 0.31488 1.56523 -0.06660
H -1.45664 2.06574 -0.47317
H -2.26381 0.43732 1.62586
H 1.22369 -2.40993 1.08845
H 0.50399 -1.70595 -0.50493
H -0.74831 -4.02906 3.15083
H -0.80531 -2.71576 4.17424
H -2.33133 -3.22416 0.86733
Cl 2.27827 1.00574 -4.06808
C 3.54721 -0.00070 -3.34940
Cl 2.97809 -1.66585 -3.14239
Cl 5.01088 0.03706 -4.34720
H 3.79154 0.40467 -2.36419
Cl -5.09430 0.68818 1.43551
C -4.93232 1.18574 3.12839
Cl -4.32631 -0.15495 4.11569
Cl -3.86232 2.59148 3.26392
H -5.92054 1.46806 3.50037
Cl 5.79247 1.48604 -1.16107
C 7.26497 2.07467 -1.95158
Cl 8.62658 2.06400 -0.81784
Cl 7.63759 1.09580 -3.38068
H 7.09405 3.10471 -2.27476
Cl -5.12171 -0.60261 -4.62549
C -3.85632 -1.84132 -4.68910
Cl -2.25938 -1.09155 -4.85371
Cl -3.91644 -2.86667 -3.24535
H -4.03358 -2.46993 -5.56550
```

[3]
C2H5GaO3 as an isolated structure in a non-equilibrium geometry, computed with the ωB97M-V functional and the def2-TZVPD basis.

Summary:
HOMO-LUMO gap (alpha / beta) = 9.074 / 7.797 eV
⟨S²⟩ = 0.755
Net charge = +3
Multiplicity = 2
Highest occupied orbital energy (alpha / beta) = -28.0023 / -27.7624 eV
Lowest unoccupied orbital energy (alpha / beta) = -18.9 / -20.0 eV

```
11
C2H5GaO3 the ωB97M-V functional and the def2-TZVPD basis
H 1.05834 -1.32295 0.74459
O -0.73185 -1.44444 1.62131
O -1.40773 -1.93390 0.55484
C 0.41838 -0.92500 1.54008
H 0.66232 -0.31507 2.41413
Ga -1.25898 -0.97920 -0.93846
O -0.69747 0.58527 -1.57072
C 0.26580 1.40814 -1.16910
H -0.11885 2.45856 -1.24220
H 0.69957 1.06429 -0.06551
H 1.11047 1.40430 -1.88896
```

[4]
One molecule with the formula C5H10N2 in a non-equilibrium geometry, computed with the ωB97M-V functional and the def2-TZVPD basis.

Summary:
HOMO-LUMO gap = 8.587 eV
Net charge = 0
Multiplicity = 1
Highest occupied orbital energy = -7.5116 eV
Lowest unoccupied orbital energy = 1.1 eV

```
17
C5H10N2 the ωB97M-V functional and the def2-TZVPD basis
C -2.38940 -0.34378 0.15036
N -1.17123 -0.03741 -0.66582
C -0.75630 1.32203 -0.06923
C 0.55800 1.40071 -0.15845
N 1.09428 0.14264 -0.45039
C 2.41672 -0.28332 0.15364
C 0.10894 -0.77939 -0.29240
H -2.82378 -1.42116 0.00492
H -2.33152 -0.40177 1.23703
H -3.11714 0.42741 -0.23703
H -1.48586 2.03895 0.07284
H 1.22471 2.05875 0.13592
H 2.88272 -1.01698 -0.71910
H 3.21012 0.52269 0.04134
H 2.35946 -0.86066 1.14201
H 0.20204 -1.51356 -1.13912
H 0.01823 -1.25514 0.79348
```